Entry 1:
A structure of composition C4H8N in a non-equilibrium geometry. Source: OMol25; level of theory: ωB97M-V with the def2-TZVPD basis set.

Each line ends with the natural charge from an NBO analysis.
CARTESIAN COORDINATES (ANGSTROEM)
C  -0.49952  -0.11460  -0.27410  0.126
C  0.47017  -0.98864  -0.97275  -0.241
C  -2.44733  0.28691  -0.04831  -0.364
C  1.78290  0.53430  0.75390  -0.432
N  0.69696  -0.01834  0.06125  -0.142
H  0.66445  -2.06496  -0.55406  0.287
H  0.71006  -0.77697  -1.90882  0.261
H  -2.93234  0.10083  -0.96736  0.239
H  -2.20601  1.33305  0.31438  0.245
H  -2.45877  -0.42060  0.79455  0.242
H  1.42948  1.15190  1.68510  0.256
H  2.27409  1.19683  0.16306  0.255
H  2.51587  -0.21971  0.95317  0.267

The energy relative to the best compared isomer or geometry (same formula, charge and spin) is 102.0 kcal per mole. Its net charge is +1. As for the HOMO energy (spin up / spin down): -11.42 / -15.66 eV. As for the spin multiplicity: 3. The value obtained for the lowest unoccupied orbital energy (spin up / spin down) is -0.133 / -0.330 Eh.

***

Entry 2:
An isolated molecule of C4H8N2 in a non-equilibrium geometry. Source: OMol25; level of theory: ωB97M-V with the def2-TZVPD basis set.

Each line ends with the natural charge from an NBO analysis.
CARTESIAN COORDINATES (ANGSTROEM)
C  -1.73828  -0.49192  -0.31787  -0.392
C  -0.99413  0.51714  0.12850  -0.191
C  0.24307  0.94632  -0.55015  -0.176
C  1.40519  0.90205  0.25782  -0.243
N  1.21837  -0.22789  -0.51921  -0.235
N  0.79888  -1.46413  0.14844  -0.658
H  -1.40077  -0.99038  -1.22020  0.189
H  -2.50283  -0.90498  0.33294  0.208
H  -1.26225  0.99369  1.06658  0.196
H  0.21082  1.45844  -1.44583  0.216
H  2.19046  1.59411  0.00474  0.202
H  1.24284  0.91558  1.36536  0.185
H  0.05708  -1.91377  -0.38354  0.360
H  0.53155  -1.33426  1.13241  0.339

The energy relative to the best compared isomer or geometry (same formula, charge and spin) is 86.1 kcal per mole. Its net charge is 0. As for the HOMO energy: -8.39 eV. The SMILES is C=C[C@H]1CN1N. The value obtained for the lowest unoccupied orbital energy is 0.043 Eh.

***

Entry 3:
A structure of composition C4H8N2 in a non-equilibrium geometry. Source: OMol25; level of theory: ωB97M-V with the def2-TZVPD basis set.

Each line ends with the natural charge from an NBO analysis.
CARTESIAN COORDINATES (ANGSTROEM)
C  -2.12798  -0.07718  0.06564  -0.642
C  -0.68496  -0.16590  -0.13819  0.329
C  1.42452  -0.69768  0.02826  -0.238
C  1.33831  0.79434  0.07437  -0.244
H  -2.55512  1.34096  -0.24145  0.213
H  -2.40219  -1.05400  -0.85206  0.269
H  -2.31386  -0.43332  1.45379  0.282
H  1.93763  -1.04138  -0.98920  0.171
H  2.12648  -1.17602  0.73832  0.207
H  1.82453  1.16385  -0.81825  0.192
H  1.76299  1.22703  1.01806  0.184
H  -0.52306  1.95164  -0.33625  0.407
N  0.08900  -1.20381  -0.00447  -0.498
N  -0.02568  1.04662  -0.01745  -0.633

The energy relative to the best compared isomer or geometry (same formula, charge and spin) is 111.5 kcal per mole. Its net charge is 0. As for the HOMO energy: -8.09 eV. The value obtained for the lowest unoccupied orbital energy is 0.017 Eh.

***

Entry 4:
An isolated molecule of C4H8N2 in a non-equilibrium geometry. Source: OMol25; level of theory: ωB97M-V with the def2-TZVPD basis set.

Each line ends with the natural charge from an NBO analysis.
CARTESIAN COORDINATES (ANGSTROEM)
C  1.74943  0.21427  -0.04191  -0.235
N  1.27842  -1.09920  0.32931  -0.560
C  0.66099  -0.43270  -0.83664  -0.163
C  -0.71028  -0.05734  -0.77831  -0.111
C  -1.60911  0.05786  0.32697  -0.359
N  -1.09147  0.33074  1.55599  -0.516
H  2.72580  0.24343  -0.51939  0.202
H  1.51125  1.07570  0.57934  0.186
H  0.64042  -1.01476  1.13537  0.369
H  0.95487  -0.83678  -1.80539  0.221
H  -1.18113  0.15046  -1.73188  0.188
H  -2.41385  -0.68811  0.35887  0.215
H  -2.12073  0.98669  -0.08154  0.262
H  -0.39459  1.06975  1.50920  0.300

The energy relative to the best compared isomer or geometry (same formula, charge and spin) is 116.3 kcal per mole. Its net charge is 0. As for the HOMO energy (spin up / spin down): -7.54 / -9.51 eV. The value obtained for the lowest unoccupied orbital energy (spin up / spin down) is -0.021 / 0.004 Eh.

***

Entry 5:
An isolated molecule of C4H8N2 in a non-equilibrium geometry. Source: OMol25; level of theory: ωB97M-V with the def2-TZVPD basis set.

Each line ends with the natural charge from an NBO analysis.
CARTESIAN COORDINATES (ANGSTROEM)
C  1.71496  -1.20260  -1.18650  -0.559
C  0.84112  -0.59564  -0.38234  0.227
C  -0.33331  -0.29926  0.37374  -0.032
C  -1.76708  -0.47336  0.69126  -0.633
N  0.43525  0.75853  -0.18267  -0.346
N  0.27247  2.06529  0.35324  -0.632
H  2.35977  -0.61935  -1.82452  0.227
H  1.78917  -2.27725  -1.21771  0.217
H  0.52910  -0.92420  1.08151  0.139
H  -2.06214  0.09976  1.57381  0.231
H  -1.99670  -1.52465  0.86155  0.233
H  -2.37139  -0.11795  -0.14568  0.216
H  -0.51541  2.50636  -0.12207  0.356
H  1.10418  2.60433  0.12638  0.356

The energy relative to the best compared isomer or geometry (same formula, charge and spin) is 153.9 kcal per mole. Its net charge is 0. As for the HOMO energy: -7.69 eV. The SMILES is C=C1[C@H](C)N1N. The value obtained for the lowest unoccupied orbital energy is 0.037 Eh.

***

Entry 6:
An isolated molecule of C4H8N2 in a non-equilibrium geometry. Source: OMol25; level of theory: ωB97M-V with the def2-TZVPD basis set.

Each line ends with the natural charge from an NBO analysis.
CARTESIAN COORDINATES (ANGSTROEM)
C  -0.28774  2.64264  -0.31815  -0.324
C  -0.08677  1.27785  -0.29967  -0.295
C  -0.97810  0.36875  -0.49456  -0.041
N  -0.47678  -0.82735  -0.24642  -0.208
N  0.75093  -0.96197  0.16365  -0.464
C  0.74655  -2.18229  0.76389  -0.368
H  0.52901  3.40333  -0.09138  0.207
H  -1.28264  2.93957  -0.29231  0.175
H  0.96315  0.98296  -0.45831  0.220
H  -2.07188  0.62058  -0.66847  0.209
H  0.96489  -0.30632  1.04536  0.338
H  1.04766  -3.16425  -0.03641  0.199
H  -0.03216  -2.34168  1.44354  0.187
H  1.59928  -2.25065  1.72823  0.164

The energy relative to the best compared isomer or geometry (same formula, charge and spin) is 128.5 kcal per mole. Its net charge is 0. As for the HOMO energy: -8.32 eV. The SMILES is C=C/C=N\NC. The value obtained for the lowest unoccupied orbital energy is 0.006 Eh.

***

Entry 7:
A structure of composition C4H8N2 in a non-equilibrium geometry. Source: OMol25; level of theory: ωB97M-V with the def2-TZVPD basis set.

Each line ends with the natural charge from an NBO analysis.
CARTESIAN COORDINATES (ANGSTROEM)
C  -1.94015  -0.47851  -0.07096  -0.640
C  0.93896  -0.33886  0.35144  0.434
N  1.89782  0.57820  -0.25746  -0.843
C  0.17382  0.86589  0.42527  -0.179
C  -0.95986  0.61710  -0.34278  -0.286
N  0.92126  -1.59157  0.51202  -0.655
H  2.37312  0.26826  -1.09408  0.383
H  2.48288  1.18850  0.30379  0.396
H  1.69339  -2.07946  0.06555  0.353
H  0.41342  1.78719  0.96253  0.218
H  -1.39794  1.49188  -0.82190  0.178
H  -2.47690  -0.73394  -0.98679  0.200
H  -1.42938  -1.37597  0.27727  0.234
H  -2.69044  -0.19872  0.67608  0.207

The energy relative to the best compared isomer or geometry (same formula, charge and spin) is 91.0 kcal per mole. Its net charge is 0. As for the HOMO energy: -7.40 eV. The value obtained for the lowest unoccupied orbital energy is 0.033 Eh.

***

Entry 8:
An isolated molecule of C4H8N2 in a non-equilibrium geometry. Source: OMol25; level of theory: ωB97M-V with the def2-TZVPD basis set.

Each line ends with the natural charge from an NBO analysis.
CARTESIAN COORDINATES (ANGSTROEM)
C  -0.33064  1.78039  -0.49845  -0.685
C  -0.19219  0.30071  -0.39837  0.163
N  2.09922  -0.05986  -0.23820  -0.660
C  -0.72445  -0.76438  0.42499  -0.101
C  -1.38898  -1.92870  0.35978  -0.565
N  0.82430  -0.55921  -0.50571  -0.185
H  2.74548  -0.84600  -0.21066  0.362
H  2.12746  0.40225  0.67398  0.346
H  -0.84423  0.08238  1.22707  0.188
H  0.39379  2.31530  0.12206  0.223
H  -1.33434  2.07180  -0.18162  0.236
H  -0.15928  2.07361  -1.53903  0.256
H  -0.95935  -2.74313  -0.21038  0.211
H  -2.25680  -2.12516  0.97454  0.212

The energy relative to the best compared isomer or geometry (same formula, charge and spin) is 130.9 kcal per mole. Its net charge is 0. As for the HOMO energy: -6.94 eV. The value obtained for the lowest unoccupied orbital energy is 0.032 Eh.